Density functional theory data (wB97M-V/def2-TZVPD) for C50H51FeN4O2S as an isolated structure.

Atoms and positions in Å:
C (5.054, -2.840, 1.231)
N (-2.297, 1.123, 1.581)
C (2.661, -0.220, -0.014)
C (-1.156, 3.302, 1.707)
C (0.187, 1.721, -1.519)
H (1.090, -3.310, -3.310)
H (-5.286, 2.825, 3.466)
H (-1.938, -3.467, -5.964)
H (7.431, -3.261, 2.588)
H (7.166, -0.260, 0.717)
N (-0.613, -1.897, -0.790)
N (-1.809, -1.595, 1.700)
C (6.254, -2.136, 1.192)
H (1.102, 6.446, 0.783)
H (1.762, 1.891, 1.323)
H (1.224, -0.231, 5.652)
C (-0.787, -4.271, -0.670)
C (-4.446, 2.386, 2.945)
H (4.914, 1.330, -1.186)
C (3.852, -2.273, 0.847)
C (-3.109, 0.448, 2.326)
H (-4.771, 0.389, 3.723)
C (-3.084, -1.451, -2.911)
C (-3.315, -2.818, -2.944)
H (-3.083, -4.610, -4.098)
H (5.060, -3.871, 1.566)
C (5.148, 1.233, -0.124)
C (7.534, -2.798, 1.606)
H (4.474, 1.888, 0.430)
C (-2.498, 2.558, 1.403)
H (-2.259, 0.271, -3.898)
H (-2.662, 2.694, 0.323)
C (1.372, 0.270, 4.705)
H (3.049, 1.433, 5.367)
H (3.306, 2.529, 3.120)
C (-0.830, -2.010, 2.735)
H (-2.027, 4.736, 3.152)
C (0.255, 1.440, -3.965)
C (-2.023, -1.529, -5.047)
C (-4.711, 0.622, -2.262)
C (-1.566, 2.698, -3.021)
H (0.274, -5.382, -2.168)
O (-2.479, 0.277, -0.960)
C (-0.537, 5.692, 2.036)
H (-3.822, -3.309, -2.121)
H (-2.260, -3.665, 1.463)
H (0.492, -1.110, -2.336)
C (-3.675, 3.132, 2.112)
C (2.634, -3.161, 0.918)
C (-1.099, -2.998, -0.219)
S (-3.629, -0.560, -1.473)
H (1.327, 4.416, -0.546)
H (-4.145, 1.181, -3.005)
C (-1.311, 4.656, 2.343)
H (-3.881, -1.360, 1.656)
C (6.238, -0.818, 0.746)
C (0.613, 4.475, 0.266)
H (-1.506, -0.432, 4.065)
H (1.016, 1.017, -1.503)
H (-0.638, 6.625, 2.572)
C (-0.166, 2.326, -0.397)
H (2.859, -4.124, 0.456)
H (-0.661, 2.686, 2.470)
C (-0.596, -0.999, 3.854)
C (-0.227, 1.691, -5.241)
H (-2.951, 3.530, -4.425)
H (2.849, 0.746, -0.505)
C (5.069, -0.203, 0.341)
H (-3.246, -1.481, 3.275)
C (2.386, 1.192, 4.547)
H (8.359, -2.090, 1.641)
C (-3.041, -1.059, 2.286)
H (-1.764, 2.635, -6.401)
N (0.666, 0.552, 2.439)
C (3.853, -0.930, 0.398)
C (0.525, -0.023, 3.638)
H (7.794, -3.589, 0.901)
H (-1.186, -5.140, -0.163)
C (0.474, 5.589, 0.989)
H (-1.526, -1.031, -5.869)
C (-0.406, 1.943, -2.847)
H (-2.081, 3.092, -2.154)
C (-2.439, -0.794, -3.950)
H (-1.186, -2.945, 3.185)
C (-4.167, 1.022, 3.088)
C (-1.386, 2.436, -5.407)
H (-5.534, 0.079, -2.725)
H (2.392, -3.362, 1.965)
C (0.148, -2.029, -1.879)
C (-2.900, -3.545, -4.052)
H (6.158, 1.609, 0.018)
C (0.479, -3.256, -2.421)
H (-5.085, 1.283, -1.483)
C (-2.119, -2.762, 0.858)
H (-0.387, -1.554, 4.768)
C (0.019, -4.402, -1.788)
H (-3.908, 4.171, 1.921)
O (1.492, -0.568, 0.145)
C (-2.256, -2.900, -5.098)
H (0.113, -2.235, 2.230)
H (-3.066, -2.568, 0.350)
C (-2.054, 2.939, -4.294)
C (1.666, 1.437, 2.298)
Fe (-0.712, 0.029, 0.447)
C (2.534, 1.795, 3.306)
H (0.304, 1.314, -6.105)
C (-0.256, 3.308, 0.484)
H (1.166, 0.865, -3.836)
H (1.762, -2.738, 0.437)

Results
**Spin multiplicity**: 6
**Net charge**: +2
**Highest occupied orbital energy (alpha / beta)**: -12.5 / -12.6 eV
**E_tot**: -107942.032 eV



Density functional theory data (wB97M-V/def2-TZVPD) for C50H52N2OP3PdSi2 as an isolated structure.

Atoms and positions in Å:
C (4.299, -3.810, 0.379)
C (-3.257, -2.296, -2.412)
H (-2.948, -5.276, -1.253)
H (2.790, -1.493, 3.074)
C (-2.620, -4.529, -0.524)
C (3.942, -3.266, 2.694)
C (4.899, 0.071, -2.184)
H (3.588, 3.069, -2.621)
H (1.418, -6.291, 3.608)
H (2.168, 2.901, -1.574)
H (-1.701, 2.924, 1.917)
H (-2.694, 4.497, -2.301)
C (-2.017, 3.027, -5.284)
C (-2.016, 0.084, 2.749)
H (-3.498, -4.223, 0.052)
C (-1.256, 1.656, -3.471)
H (1.075, 6.312, -0.361)
C (-0.581, 4.736, 2.135)
C (3.107, 3.242, 2.055)
C (2.390, 2.144, 1.604)
H (1.307, 2.164, 1.546)
C (-3.098, -1.992, 2.243)
H (-2.137, 3.204, -6.345)
C (-2.328, 3.762, -3.009)
C (-0.617, -3.794, -2.665)
C (-3.675, 0.596, -0.201)
P (2.065, -0.379, 0.478)
H (-3.090, -2.961, 1.756)
C (1.022, -5.405, 3.125)
H (-3.121, 1.447, 3.989)
H (-5.039, -2.279, 3.107)
H (-2.952, -1.377, -2.916)
H (6.233, 1.952, 1.862)
Pd (-0.181, 0.305, -1.002)
H (-4.102, -2.062, -1.758)
C (3.041, -1.840, 0.972)
N (2.102, -0.218, -1.127)
P (-1.449, 2.076, -0.834)
C (3.576, -2.682, 0.006)
H (-0.054, -2.982, -3.130)
H (-3.038, -0.235, -0.488)
H (-1.129, -4.359, -3.449)
H (0.605, 6.526, 2.060)
H (0.595, -4.052, 0.049)
H (4.951, 0.004, 1.053)
H (-0.778, 4.812, 3.197)
H (-5.377, -0.633, 0.211)
H (-5.882, 3.566, 0.897)
C (5.154, 2.011, 1.783)
H (-1.134, 0.708, 2.648)
C (0.457, 5.579, 0.141)
Si (3.104, 0.673, -2.172)
H (0.152, 4.427, -1.640)
C (-1.098, 3.672, 1.415)
P (-0.582, -1.602, 1.034)
H (5.047, -4.978, 2.015)
H (-0.447, -2.445, 3.866)
C (-2.002, -1.145, 2.102)
H (-2.948, 4.883, -4.727)
H (-5.068, -0.064, 4.212)
H (5.439, 0.552, -3.005)
H (-1.063, 1.101, -5.521)
C (0.478, -4.380, 3.888)
H (-1.913, -5.011, 0.157)
H (5.415, 0.321, -1.256)
H (1.656, 1.186, -4.144)
H (5.056, 4.035, 2.492)
Si (-1.837, -3.063, -1.435)
C (-4.208, -0.367, 3.627)
C (-5.780, 1.442, 0.591)
C (3.173, 2.518, -1.771)
H (-3.557, 3.963, 0.187)
C (4.487, -4.098, 1.722)
C (0.559, -4.151, 1.127)
C (-4.988, 0.376, 0.195)
H (0.443, -4.467, 4.968)
C (1.066, -5.286, 1.744)
H (2.252, -0.465, -4.233)
C (4.493, 3.179, 2.140)
C (-3.957, 2.955, 0.181)
C (0.514, -0.338, 1.102)
C (-2.475, 3.977, -4.371)
H (0.090, -4.470, -2.176)
C (-4.193, -1.610, 3.004)
O (-0.410, -0.542, -3.651)
C (-1.417, 1.863, -4.837)
C (-3.154, 1.887, -0.213)
C (4.433, 0.916, 1.325)
H (1.506, -6.074, 1.144)
H (3.786, 2.734, -0.892)
C (-0.024, -3.245, 3.269)
C (0.196, 5.696, 1.497)
C (3.045, 0.978, 1.221)
H (-3.613, -2.994, -3.175)
H (4.714, -4.462, -0.381)
H (2.584, 4.147, 2.338)
C (-0.065, 4.514, -0.582)
H (3.402, -2.447, -1.038)
C (2.526, 0.555, -3.956)
C (-5.264, 2.732, 0.585)
H (3.331, 0.896, -4.615)
N (-1.077, -1.934, -0.439)
C (-0.616, 0.394, -2.917)
C (0.002, -3.123, 1.880)
C (3.223, -2.143, 2.321)
H (4.070, -3.503, 3.743)
C (-0.854, 3.556, 0.046)
C (-3.116, 0.479, 3.500)
H (-6.800, 1.271, 0.913)
H (4.972, -1.010, -2.327)
C (-1.703, 2.603, -2.560)

Results
**Net charge**: -1
**Highest occupied orbital energy**: -4.0 eV
**E_tot**: -104830.042 eV



Question: Among the records above, which one has the highest net charge?
Answer: C50H51FeN4O2S